[1]
The following is a DFT calculation (wB97M-V/def2-TZVPD) of a cluster of 14 separate species, C48H132B4ClF16N9O15 in total in a non-equilibrium geometry.

Last column: Mulliken charge in e.
Positions of all 225 atoms, in Å:
B -27.088 15.040 2.616  0.20
H -27.503 16.672 0.484  -0.54
H -30.840 10.266 -2.337  0.40
C -25.392 12.138 5.221  0.03
O -27.996 21.397 4.116  -0.58
H -28.490 20.318 -0.142  -0.26
H -30.397 21.615 -1.203  0.28
H -29.720 21.213 5.298  0.50
H -30.614 14.880 3.925  0.25
C -29.793 22.870 3.829  -0.77
O -24.498 20.147 -4.104  -0.39
F -26.580 13.754 2.604  -0.19
H -21.595 5.915 -2.043  0.44
H -31.214 14.756 2.301  0.23
H -36.786 17.821 3.373  0.37
C -23.306 8.991 1.402  -0.52
H -20.172 13.680 5.214  0.34
O -29.499 22.899 0.095  -0.37
H -27.584 19.480 3.517  -0.12
H -23.683 17.217 -4.191  0.49
H -27.950 19.703 5.204  0.28
H -25.448 19.950 -0.856  -0.10
H -27.613 9.606 -4.751  0.36
H -24.109 21.601 -2.697  0.29
H -33.654 15.804 4.019  -0.11
H -22.665 18.295 -1.637  0.30
H -26.361 20.157 4.618  0.17
C -20.990 8.817 1.713  -0.57
H -28.868 8.649 -2.767  0.61
H -29.368 18.715 11.207  0.42
C -30.861 12.080 2.327  -0.80
H -29.903 20.743 3.524  0.02
H -23.423 16.716 2.129  -0.69
H -26.637 8.527 -3.762  0.44
H -30.430 17.848 10.204  0.42
C -24.829 12.755 -0.226  -0.37
C -23.219 19.791 -4.594  -0.52
C -27.165 9.522 -3.769  -1.11
H -29.774 18.184 -0.534  0.59
H -21.738 12.844 5.172  0.26
H -28.546 17.377 7.508  -0.09
F -28.472 15.114 2.136  -0.12
H -22.283 20.362 -2.860  0.42
N -23.188 16.686 3.140  0.98
H -23.433 7.928 1.547  0.38
H -19.941 5.812 -1.995  0.43
H -25.336 12.037 0.424  -0.02
H -32.095 18.878 4.532  0.13
H -19.734 6.722 0.687  0.38
O -21.229 14.187 3.606  -0.45
C -29.663 11.157 1.963  -0.46
H -28.734 16.620 10.441  0.35
H -28.621 12.405 3.172  0.02
H -32.081 13.912 3.617  0.50
C -35.265 16.466 2.878  0.34
H -28.531 25.179 2.343  0.39
F -27.042 15.550 3.954  -0.31
H -25.530 10.425 -4.461  0.39
H -31.585 11.529 2.962  0.42
H -25.108 13.798 -0.122  0.26
F -25.382 17.373 7.782  -0.45
H -27.660 11.234 2.473  0.05
H -35.359 18.447 3.057  0.29
H -25.181 11.795 6.227  0.52
C -27.696 11.392 5.272  -0.08
C -29.143 24.415 1.849  -0.57
H -27.904 9.606 -1.759  -0.56
C -23.407 15.365 3.724  0.11
H -24.338 17.286 4.768  -0.50
F -31.602 13.994 -1.556  -0.24
C -25.803 20.139 0.153  -0.26
C -29.422 21.417 4.261  -0.16
H -21.843 16.227 -1.878  0.21
H -28.244 14.561 6.692  0.15
H -26.869 17.643 11.052  0.41
H -18.580 7.540 -0.140  0.41
H -29.262 11.282 0.951  -0.42
B -26.031 18.412 7.058  0.65
H -23.006 19.471 2.961  0.41
Cl -23.638 17.306 0.082  -1.07
H -28.514 9.681 4.187  0.44
C -24.008 17.726 3.804  1.15
F -26.128 8.337 -0.416  -0.43
H -23.189 13.286 3.128  0.04
H -26.048 21.167 0.331  0.26
C -28.862 18.193 0.068  0.39
H -20.146 3.490 0.463  0.25
H -21.950 17.078 -5.724  0.27
H -28.496 18.187 2.277  -0.67
F -30.633 16.189 -1.561  -0.37
H -31.941 17.137 5.022  0.16
H -23.792 12.756 0.164  0.26
H -22.208 16.974 3.098  0.57
H -28.026 12.415 5.545  -0.06
N -28.535 11.396 2.974  1.08
O -33.635 17.794 3.880  -0.41
C -34.594 16.201 1.513  -1.28
H -34.998 16.548 4.927  0.48
C -26.454 11.982 -3.378  -1.50
H -23.155 15.445 4.782  0.40
C -21.209 13.799 4.975  -0.65
O -27.761 15.616 8.447  -0.51
O -24.935 12.306 -1.558  -0.55
H -34.159 15.180 1.388  0.23
C -19.700 8.873 0.961  -0.70
H -22.656 15.160 -3.049  0.32
H -29.884 10.094 2.077  0.55
H -19.726 9.707 0.248  0.35
C -24.667 21.410 -3.627  -0.59
H -27.134 16.009 6.544  -0.25
H -26.783 18.720 9.897  0.30
O -30.210 13.173 3.006  -0.01
C -28.814 24.144 0.363  -0.56
C -20.189 4.091 -0.469  -0.74
C -22.240 16.181 -2.923  -0.26
H -24.318 22.212 -4.300  0.33
H -22.825 20.617 -5.186  0.47
H -25.718 12.665 -3.831  0.57
C -27.933 19.367 -0.261  -0.61
H -36.079 15.745 2.913  0.44
H -30.491 23.236 -1.711  0.36
C -31.111 14.211 3.206  -1.45
C -29.798 22.543 -1.247  -0.87
H -29.701 16.331 8.332  0.74
H -25.663 13.201 5.341  -0.21
C -21.540 16.256 -5.153  -0.68
H -24.435 15.080 3.565  -0.57
H -28.076 22.875 2.748  0.36
H -24.063 9.345 0.732  -0.12
H -30.480 11.991 -2.503  0.23
N -26.085 10.538 -3.615  0.17
C -21.267 19.887 5.046  -0.85
C -26.270 12.447 -1.931  0.83
H -26.615 13.498 -1.959  0.24
C -34.374 16.632 4.028  -0.09
H -20.516 16.123 -5.597  0.26
H -28.996 16.158 -0.007  -0.32
F -27.956 8.347 1.166  -0.34
H -23.399 18.920 -5.233  0.19
C -23.259 19.078 3.982  -0.89
O -22.083 18.797 4.716  -0.30
C -28.724 16.708 8.391  -0.32
F -26.956 19.090 7.922  -0.45
C -20.770 6.175 -1.375  -0.72
F -25.945 9.119 1.848  -0.39
H -24.553 12.152 4.493  -0.30
H -33.098 18.206 5.865  0.37
H -27.741 24.054 0.217  0.29
C -30.034 11.041 -2.270  -0.14
H -21.156 7.752 2.053  0.31
H -19.191 4.261 -0.894  0.36
H -25.563 10.245 -2.804  0.33
H -29.603 19.403 9.557  0.32
O -26.823 19.294 0.548  0.55
H -23.425 9.613 2.313  0.32
C -29.331 18.160 1.561  -0.54
C -27.432 20.135 4.353  0.11
H -21.513 8.002 -0.476  0.12
H -27.626 19.348 -1.304  0.61
F -26.341 15.961 1.755  -0.67
H -36.330 17.908 1.788  0.34
H -31.282 12.453 1.393  0.47
O -20.782 5.387 -0.178  -0.37
H -33.709 16.876 1.411  0.25
H -22.079 15.309 -5.286  0.34
C -23.424 17.115 -3.138  -0.62
H -21.712 20.500 5.805  0.28
H -20.823 3.584 -1.195  0.31
H -23.972 19.720 4.558  0.43
C -22.364 19.457 -3.444  -0.64
H -27.437 12.258 -3.715  0.39
H -24.835 17.950 3.141  -0.29
H -24.313 16.823 -2.595  0.30
H -20.324 19.454 5.316  0.26
N -36.015 17.747 2.737  -0.25
O -21.227 16.490 -3.802  -0.40
H -29.941 19.060 1.646  0.67
F -30.130 14.700 0.084  -0.70
N -23.051 18.470 -2.609  0.57
H -29.476 23.547 4.601  0.40
H -20.971 9.349 2.661  0.55
H -29.714 10.852 4.640  0.36
H -21.171 20.578 4.233  0.35
H -30.864 22.889 3.641  0.42
H -27.567 10.809 6.224  0.49
B -31.257 15.097 -0.830  0.23
H -29.933 17.264 1.790  -0.11
C -32.647 18.001 4.880  -0.53
H -26.505 17.153 9.455  0.22
H -28.920 22.429 -1.843  0.31
N -19.579 7.592 0.156  -0.21
H -23.989 18.891 -2.396  -0.27
C -20.586 7.618 -0.926  -0.31
O -28.990 10.715 -3.121  -0.38
F -26.833 17.904 6.007  -0.39
C -29.560 18.495 10.158  -1.44
C -22.549 14.210 3.093  -0.19
H -20.250 8.192 -1.759  0.49
H -18.802 8.935 1.581  0.42
H -25.733 21.566 -3.439  0.14
C -28.683 10.727 4.307  -0.91
O -22.016 9.248 0.909  -0.32
H -21.342 19.123 -3.613  0.47
F -25.079 19.331 6.610  -0.25
H -35.242 16.417 0.662  0.32
C -28.302 9.588 -2.770  0.64
H -29.693 11.047 -1.218  -0.08
H -22.464 14.500 2.040  0.38
C -27.430 15.167 7.140  0.16
B -26.816 9.023 0.704  0.92
O -26.440 11.482 4.575  -0.21
N -27.056 17.753 10.061  -0.10
H -26.571 14.509 7.263  0.24
H -29.186 24.931 -0.261  0.44
H -29.284 22.387 1.839  0.35
C -28.523 17.430 9.735  -0.04
N -29.047 23.096 2.538  0.13
N -28.258 16.850 -0.208  1.31
H -21.669 14.538 5.662  0.23
H -26.910 11.922 -1.172  -0.31
H -27.946 16.621 -1.138  0.47
H -24.943 19.887 0.794  -0.14
F -27.209 10.365 0.246  -0.41
F -32.232 15.495 0.062  -0.07
H -30.187 24.752 1.846  0.34

Computed properties:
Charge: +4
Gap between HOMO and LUMO, eV: 9.175

[2]
The following is a DFT calculation (wB97M-V/def2-TZVPD) of a cluster of 12 separate species, C13H50N22O13 in total in a non-equilibrium geometry.

Last column: Mulliken charge in e.
Positions of all 98 atoms, in Å:
H -4.257 -1.457 -3.009  0.14
N -3.777 0.532 -1.638  0.38
H -1.044 3.458 5.134  0.33
H 2.924 -0.186 -3.052  0.16
H -4.213 5.449 -1.454  0.15
H -2.874 -4.952 -4.912  0.21
H 2.047 6.342 -0.027  0.22
N -0.080 1.011 -0.637  1.06
H -2.639 0.320 1.196  0.14
N -3.033 -0.265 1.915  -0.17
N 0.921 -4.664 0.730  -0.41
H 0.581 -5.443 1.263  0.18
C 2.453 -2.182 -3.218  0.61
N 2.218 5.371 0.144  -0.34
H 0.175 1.593 0.142  0.17
H 0.270 -0.397 5.572  0.18
H -5.987 -1.459 -2.909  0.20
N -0.001 -0.231 -4.144  -0.12
H -4.342 1.817 1.499  0.26
H 2.883 5.164 0.862  0.16
H -0.072 -0.967 -4.825  0.25
O -0.214 3.598 4.677  -0.56
H -1.958 -0.068 -5.598  0.20
C 5.275 0.488 0.494  0.61
O -6.033 0.662 -1.474  -0.72
C -1.014 0.654 -3.939  0.29
H 1.847 2.339 -0.777  -0.06
H 1.482 0.239 1.101  -0.30
N 0.646 -1.320 5.488  -0.35
H -2.684 -5.325 -3.247  0.11
O 1.070 4.449 -1.649  -0.63
O 1.603 1.514 2.267  -0.37
N -2.107 0.462 -4.762  -0.32
C 0.226 -0.301 -0.461  -0.39
N 3.042 -4.945 1.672  -0.47
H -2.577 -1.116 2.182  0.18
H 1.826 0.801 2.905  0.17
O -3.403 2.755 -0.035  -0.71
N 6.490 0.959 0.962  -0.44
H -1.802 -3.956 -1.726  0.22
N -5.112 -1.026 -2.702  -0.31
N 4.483 -0.026 1.507  -0.04
H 4.829 -0.047 2.446  0.21
O -0.387 -1.209 -1.066  -0.62
H -1.759 3.084 -2.064  0.12
H -0.638 1.826 3.780  0.23
H -2.564 4.541 -2.527  0.22
C 1.499 -1.682 4.490  0.54
C -5.035 0.133 -1.969  0.52
H 2.572 -3.121 -1.409  0.20
O -1.535 -2.796 -4.711  -0.61
C -3.348 3.693 -0.854  0.59
C 2.165 -4.154 0.978  0.50
H 2.787 2.938 0.570  0.12
O -0.991 1.566 -3.105  -0.67
N -2.572 3.700 -1.982  -0.22
N 1.997 -2.959 4.573  -0.44
C -3.873 0.299 2.825  0.47
H -1.298 -2.353 -2.191  0.28
H 2.047 3.273 3.429  0.28
N 1.226 -0.501 0.438  1.74
H 2.678 -4.201 -2.808  0.21
C 1.239 2.676 2.986  -0.56
H 1.534 -1.455 0.589  -0.31
N -4.363 1.525 2.460  -0.28
H 2.723 -5.713 2.228  0.20
H 0.744 1.795 4.862  0.05
N 2.629 -0.996 -2.541  0.01
N -2.483 -4.722 -4.022  -0.48
H 3.525 -0.293 1.377  -0.21
H 0.630 -1.995 6.229  0.17
N -1.642 -3.279 -2.441  -0.20
H -4.953 4.652 -0.072  0.22
O 2.398 -2.253 -4.446  -0.71
O 2.468 -3.049 0.515  -0.87
H 0.283 -4.022 0.286  0.22
H -0.765 1.201 -1.381  -0.62
H 2.639 -3.140 3.816  0.21
H 7.172 1.153 0.249  0.25
C 0.242 2.390 4.080  -0.15
H -4.957 1.909 3.171  0.19
H 0.509 -0.475 -3.303  -0.12
H 0.767 3.336 2.252  0.34
O 1.936 -0.885 3.641  -0.63
H 6.777 0.813 1.907  0.14
H -2.918 1.039 -4.634  0.23
H -3.691 1.424 -1.130  -0.15
N 2.190 3.101 -0.215  -0.07
N -4.239 4.718 -0.773  -0.44
H 3.938 -4.495 1.756  0.29
H -2.920 0.116 -1.951  -0.06
O 4.861 0.656 -0.643  -0.56
H 1.900 -3.675 5.264  0.17
N 2.586 -3.292 -2.404  -0.22
O -4.278 -0.284 3.840  -0.73
H 2.598 -1.006 -1.538  -0.24
C -1.815 -3.531 -3.770  0.72
C 1.698 4.333 -0.598  0.57

Computed properties:
Energy relative to the best compared isomer or geometry (same formula, charge and spin), kJ/mol: 210.1
Charge: 0
SMILES: NC(N)=O.NC(N)=O.NC(N)=O.NC(N)=O.NC(N)=O.NC(N)=O.NC(N)=O.NC(N)=O.NC(N)=O.NC(N)=O.NC(N)=O.OCCO
Gap between HOMO and LUMO, eV: 8.340

[3]
The following is a DFT calculation (wB97M-V/def2-TZVPD) of an isolated molecule of CH3O2P in a non-equilibrium geometry.

Last column: Mulliken charge in e.
Positions of all 7 atoms, in Å:
P 0.913 -0.636 -0.062  0.39
O 1.828 0.520 -0.753  -0.28
H -0.895 0.921 0.035  0.26
O 1.708 0.574 0.694  -0.28
H -1.290 -0.700 0.813  0.29
H -1.395 -0.583 -0.733  0.33
C -0.869 -0.097 0.006  -0.72

Computed properties:
⟨S²⟩: 2.0041
Energy relative to the best compared isomer or geometry (same formula, charge and spin), kJ/mol: 310.1
Charge: 0
Spin multiplicity: 3
Gap between HOMO and LUMO (alpha / beta), eV: 7.139 / 6.976